No. 1
Density functional theory data (ωB97M-V with the def2-TZVPD basis set) for a molecular structure, C49H45IO34P2 in a non-equilibrium geometry.

Calculated values
HOMO-LUMO gap   7.286 eV
Net charge   0
LUMO   -2.047 eV

Geometry (Å):
H: 0.83 -2.83 5.80
C: 1.56 -1.61 -5.21
H: 4.85 -5.49 2.62
O: 3.01 6.01 -6.59
O: 3.07 11.51 -13.36
C: 4.16 -2.21 1.56
C: 1.65 -3.48 7.72
H: 2.75 -2.80 3.71
I: -2.35 -6.48 0.23
O: -0.38 5.76 2.25
H: -3.47 -2.35 -1.50
O: -3.88 -1.76 -3.40
H: 4.67 -2.77 4.28
C: 0.56 -0.75 -3.19
C: -6.01 -2.39 -4.22
O: -6.91 0.35 9.56
O: 1.54 1.11 -2.19
O: 1.61 -2.37 -6.16
O: -8.44 -4.25 -2.42
H: 2.57 2.58 3.26
C: 2.62 -0.54 -5.13
O: 5.00 10.12 -9.31
O: 0.94 0.65 2.54
H: -4.20 -1.94 12.41
H: 2.92 6.63 -7.34
H: -3.20 -4.09 9.70
H: 1.70 -1.44 3.38
C: 1.60 2.88 2.89
C: 4.91 -3.40 2.19
H: 5.80 -3.56 1.58
C: 3.22 8.25 -11.95
C: 2.64 0.36 -4.14
O: -3.31 -3.64 10.56
O: -8.16 -3.15 -4.77
O: -4.22 -3.23 8.15
H: 3.24 -1.32 -6.69
C: -4.95 -2.32 -3.23
O: -0.89 2.34 -7.68
O: -1.51 -3.96 2.06
C: 1.23 5.30 -8.00
C: -4.56 -1.83 11.39
C: 0.02 3.28 -7.49
H: 2.50 3.89 -5.07
H: -2.37 -4.28 6.62
H: -0.10 0.01 -1.64
O: 1.99 5.18 3.15
H: 2.23 -2.53 -0.48
H: -0.40 4.48 -9.19
O: -4.16 -2.89 -1.05
C: 1.35 -4.22 9.00
C: 0.61 -3.35 6.72
C: 0.68 1.83 2.47
H: 3.39 1.13 -4.07
C: 2.62 -2.16 1.59
C: -0.90 -4.62 8.24
H: 1.47 5.98 2.98
O: -2.62 -2.44 3.77
O: 2.27 9.09 -13.93
O: 4.25 7.69 -9.91
H: -2.31 -2.50 4.69
O: -0.34 -0.74 -2.22
O: 0.61 2.11 -5.56
C: -7.14 -3.03 -3.93
H: 4.36 11.98 -11.11
H: 5.91 -3.97 4.00
O: -1.64 -3.83 6.14
C: -5.17 -3.00 -1.90
H: -1.03 0.38 1.69
C: -4.66 -2.47 8.98
C: 3.36 10.67 -12.53
O: -0.15 -2.63 3.74
H: -3.18 -4.90 3.62
H: -8.84 -3.66 -4.29
H: -0.81 1.72 -6.94
C: -6.30 -3.65 -1.61
C: 1.61 0.32 -3.12
H: -7.01 0.76 10.44
H: 2.35 -1.13 1.35
O: 3.50 -0.57 -6.11
O: -5.92 0.01 11.95
C: -1.04 3.53 1.84
C: 0.20 4.33 -8.31
H: 4.46 -2.11 0.52
H: -2.00 3.83 1.45
C: 1.90 4.05 -5.95
C: -6.03 -0.63 9.71
C: 4.18 -4.74 2.19
H: 0.89 -3.00 0.55
O: -1.30 -1.45 1.79
C: 0.14 -4.75 9.24
H: 2.22 9.97 -14.34
H: 4.51 -1.30 2.05
H: 2.32 -4.01 0.44
H: -5.84 -1.91 -5.17
C: -5.51 -0.77 11.12
C: 4.35 9.96 -10.45
O: -2.03 -5.06 8.34
C: -5.63 -1.43 8.71
C: 2.94 9.25 -12.80
C: -7.36 -3.70 -2.59
C: 5.45 -3.08 3.58
C: -0.59 -3.89 6.97
H: -0.09 -5.29 10.15
H: 2.92 7.23 -12.14
O: 1.46 6.29 -8.66
C: 2.08 5.09 -6.77
H: 3.98 -5.08 1.18
O: 0.90 -3.27 2.95
H: 5.07 9.24 -8.91
C: 0.54 -1.66 -4.18
P: -3.01 -4.47 1.49
H: 3.28 -4.76 2.79
C: 1.22 4.16 2.80
C: -0.13 4.57 2.27
C: -0.67 2.24 1.92
O: 2.36 -4.30 9.84
H: 3.11 -3.83 9.42
C: 4.08 10.96 -11.30
C: 2.04 -2.39 2.99
O: -3.62 -5.18 2.81
C: 1.97 -2.99 0.48
H: 6.19 -2.28 3.54
C: -4.16 -2.64 10.40
C: 0.85 3.09 -6.24
C: 3.95 8.53 -10.73
H: -6.00 -1.33 7.70
O: -1.46 1.26 1.54
P: -1.42 -2.53 2.76
H: -0.21 -2.43 -4.24
H: -6.47 -4.14 -0.66
O: 2.77 -3.02 7.59

Mulliken atomic charge list, values in e, 6 entries: H 0.58; C 1.07; H 0.51; O -0.59; O -0.63; C -1.46

---

No. 2
Density functional theory data (ωB97M-V with the def2-TZVPD basis set) for 2 unconnected molecules or ions with the total composition C3H6ClNO2 in a non-equilibrium geometry.

Calculated values
HOMO-LUMO gap (alpha / beta)   5.683 / 6.995 eV
Net charge   0
Relative energy (zero: lowest compared OMol25 entry of this formula, charge and spin)   3.492 eV
LUMO (alpha / beta)   0.652 / -3.472 eV
2S+1   3
<S²>   2.01

Geometry (Å):
H: 1.65 0.92 -1.79
H: 0.80 -1.72 -0.07
H: -0.53 -2.03 1.09
O: -1.97 -0.03 0.99
C: 0.10 -1.30 0.65
H: 2.04 0.62 -0.28
O: -1.17 2.12 0.51
Cl: -1.43 -0.84 -1.52
N: 1.17 0.81 -0.95
H: 0.77 -0.78 1.47
H: 0.65 1.61 -0.65
C: -1.26 0.94 0.54
C: -0.80 -0.31 0.02

Mulliken atomic charge list, values in e, 6 entries: H 0.22; H 0.38; H 0.36; O -0.39; C -1.27; H 0.24

---

No. 3
Density functional theory data (ωB97M-V with the def2-TZVPD basis set) for a molecular structure, C33H56DyN6OPSi2 in a non-equilibrium geometry.

Calculated values
HOMO-LUMO gap (alpha / beta)   6.113 / 5.962 eV
Net charge   0
LUMO (alpha / beta)   -0.210 / -0.207 eV
2S+1   6
<S²>   9.33

Geometry (Å):
N: 2.34 1.09 1.96
C: 4.61 -0.82 0.91
H: 6.28 -0.43 -1.26
N: 1.81 -1.53 2.06
H: 0.76 -4.27 0.25
C: 3.94 3.00 3.04
C: 2.27 1.16 3.42
C: 0.40 1.02 -3.96
H: 0.28 -2.60 0.10
N: -1.63 2.42 -1.79
H: -2.19 0.92 -3.92
C: -1.87 1.93 -4.15
C: -3.71 -2.00 -3.55
O: 0.02 0.16 -3.17
N: -0.47 1.88 -4.53
H: 3.10 4.34 1.55
C: 2.19 2.40 1.31
H: -2.38 -1.05 3.00
C: 0.61 -3.35 0.81
H: -4.34 -1.11 -3.50
H: -1.34 2.84 0.19
H: -6.42 -4.70 0.11
Si: -2.65 -2.21 -1.97
C: -0.01 -2.83 3.21
H: 0.71 -3.47 3.74
H: 6.50 1.31 -1.07
H: 0.94 -1.08 3.94
H: 3.93 -1.38 -1.67
H: -4.13 2.36 1.34
H: 4.63 0.76 -2.66
H: -2.34 5.11 0.08
H: -0.13 -0.79 2.57
H: 1.25 1.04 3.79
C: -2.70 4.09 -3.12
H: -0.60 -4.59 2.13
H: -5.36 -1.18 2.28
H: 2.53 -0.29 -1.68
H: 5.05 -1.77 0.59
C: 0.63 -1.47 2.98
H: -1.47 -4.34 -1.30
H: -1.21 -3.97 -3.01
H: 4.18 3.13 0.89
C: 5.81 0.48 -0.86
H: 4.39 -0.90 1.98
H: -2.74 -4.68 -2.49
Si: -3.19 0.07 0.89
H: 2.00 3.26 3.92
C: 5.60 0.31 0.64
C: -4.18 -1.53 0.51
C: -6.00 -2.96 1.31
H: -4.36 -2.87 -3.68
C: -4.52 1.43 0.90
H: -4.69 -4.20 -1.55
N: 0.80 0.03 -0.02
C: 1.85 1.17 -4.32
C: -0.45 -3.53 1.92
C: 2.80 2.51 3.92
C: -2.29 4.50 -0.81
C: -2.79 -0.07 2.75
H: -6.76 -3.17 2.05
H: -0.10 2.63 -5.09
C: 4.48 0.69 -1.58
H: 2.08 2.26 0.24
Dy: -1.10 -0.06 -1.03
H: 4.41 3.89 3.46
H: -3.08 4.38 -4.08
C: -4.82 -3.53 -0.70
H: 2.31 -3.57 2.13
H: 3.13 2.40 4.96
H: 1.26 2.89 1.65
H: -2.05 0.68 3.05
C: -2.80 4.92 -2.02
H: 5.19 1.23 1.06
H: -3.08 -1.92 -4.44
P: 1.93 -0.23 0.97
H: -0.86 -2.70 3.88
H: -3.28 5.89 -2.10
C: -1.72 3.23 -0.74
C: -5.81 -3.82 0.23
C: -5.19 -1.84 1.43
H: 2.33 1.80 -3.57
C: -1.96 -3.97 -2.21
C: -3.98 -2.40 -0.59
C: 3.52 -0.45 -1.25
H: 2.87 0.36 3.83
H: -2.45 2.28 -5.01
H: -5.38 1.12 1.50
H: 6.55 0.10 1.14
H: 2.68 -2.78 0.61
H: -4.88 1.67 -0.11
C: 3.40 3.29 1.63
H: 1.99 1.60 -5.31
C: 1.93 -2.86 1.40
C: -2.09 2.85 -2.97
H: -1.41 -3.14 1.58
H: -3.69 0.08 3.36
H: 4.03 1.64 -1.24
H: 4.71 2.22 2.99
H: 2.32 0.19 -4.28
N: 3.36 -0.60 0.19

Mulliken atomic charge list, values in e, 6 entries: N 0.87; C -0.98; H 0.37; N 0.43; H 0.59; C -0.53

---

No. 4
Density functional theory data (ωB97M-V with the def2-TZVPD basis set) for 2 unconnected molecules or ions with the total composition C6H16 in a non-equilibrium geometry.

Calculated values
HOMO-LUMO gap   12.213 eV
Net charge   0
SMILES string   CCC.CCC
Relative energy (zero: lowest compared OMol25 entry of this formula, charge and spin)   0.491 eV
LUMO   1.131 eV

Geometry (Å):
H: 1.40 -1.86 2.42
H: -2.56 0.34 -1.44
H: 1.14 -1.82 -1.46
C: -1.67 0.88 -1.78
H: -0.88 0.14 -1.65
H: 2.25 -0.39 2.42
H: 0.22 -2.25 -0.01
H: 3.10 -1.56 0.57
H: -1.12 2.23 1.33
H: -1.11 0.63 0.68
H: 2.28 -0.27 -0.05
H: 1.71 -3.13 -0.53
H: 0.60 -0.36 1.82
C: 1.22 -2.16 -0.42
C: 1.53 -0.95 1.82
H: -0.46 2.50 -0.98
H: -1.85 1.13 -2.82
C: -1.64 1.58 0.62
H: -2.69 1.59 0.88
C: -1.44 2.05 -0.84
C: 2.06 -1.22 0.44
H: -2.12 2.87 -1.04

Mulliken atomic charge list, values in e, 6 entries: H 0.30; H 0.29; H 0.26; C -0.93; H 0.12; H 0.36

---

No. 5
Density functional theory data (ωB97M-V with the def2-TZVPD basis set) for a molecular structure, ClCu3O8P in a non-equilibrium geometry.

Calculated values
HOMO-LUMO gap   1.724 eV
Net charge   -1
LUMO   -1.931 eV

Geometry (Å):
O: 15.14 4.48 10.32
O: 17.09 5.57 11.24
Cu: 13.45 12.06 -0.04
Cu: 15.73 7.53 4.91
O: 17.36 4.60 9.30
Cu: 18.19 14.11 6.99
O: 12.20 10.76 4.77
Cl: 12.12 11.89 5.68
O: 13.12 11.79 6.67
O: 16.13 6.75 9.16
O: 10.82 12.03 6.43
P: 16.25 5.41 10.01
O: 12.49 12.75 4.65

Mulliken atomic charge list, values in e, 6 entries: O -0.58; O -0.38; Cu 0.18; Cu 0.63; O -0.36; Cu 0.20

---

No. 6
Density functional theory data (ωB97M-V with the def2-TZVPD basis set) for 5 unconnected molecules or ions with the total composition C49H81N5O10 in a non-equilibrium geometry.

Calculated values
HOMO-LUMO gap   7.420 eV
Net charge   0
SMILES string   CC(C)=Nc1cccc2c1C(=O)c1cccc(Cc3ccccc3C)c1C2=O.COCCNCCOC.COCCNCCOC.COCCNCCOC.COCCNCCOC
LUMO   -0.723 eV

Geometry (Å):
H: -0.89 5.06 5.16
H: 0.75 1.36 4.57
C: 5.56 -3.04 -6.47
C: -5.50 -3.90 1.89
H: -2.53 1.27 5.67
N: -0.20 -0.35 5.23
O: 0.68 0.03 -4.01
C: -6.15 -3.81 -1.25
O: -0.98 2.51 6.25
C: -7.84 -3.16 1.90
H: 7.06 -1.91 -7.64
H: -7.80 -2.70 2.89
H: 0.88 9.64 6.17
H: 5.66 -2.70 -9.10
C: -1.12 -3.57 -1.03
C: -0.92 5.15 4.07
H: -0.67 6.88 6.23
C: 0.66 0.80 5.51
C: 1.91 -3.03 -3.90
C: 3.55 1.78 -1.72
C: 0.19 1.79 6.59
H: 7.96 -3.56 -8.82
H: -5.91 -3.90 -2.31
H: 5.56 -4.70 -7.64
H: -4.37 -1.25 5.01
H: -5.49 -2.13 0.58
H: -0.62 7.99 8.30
H: 4.90 -2.19 -6.29
C: -0.86 1.88 0.05
H: -1.27 9.43 7.54
H: 0.95 5.94 1.53
C: 0.94 1.02 -1.71
H: -3.14 -2.39 -3.94
O: -9.40 -3.98 0.23
C: -0.63 8.56 7.36
H: 0.18 -1.70 -5.78
H: -1.91 1.87 0.50
H: -1.12 0.00 4.97
O: 1.78 8.00 7.11
H: 1.66 0.45 5.76
C: 5.36 -0.31 -1.98
H: -9.59 -4.41 2.28
H: 6.58 -2.31 -2.27
O: -2.72 -1.66 6.13
N: 4.96 -3.90 -7.50
H: 0.98 2.54 6.70
H: 4.83 5.44 -0.08
H: -1.25 0.28 -1.69
C: -1.44 -2.29 6.09
C: -3.35 -1.60 4.86
H: 3.63 6.75 -0.73
H: 0.61 -1.80 6.51
C: -0.34 -1.27 6.35
C: 3.83 5.62 -0.62
H: 6.16 -6.97 -10.25
O: 5.50 -5.04 -10.21
C: 2.08 1.91 -1.07
C: 1.73 2.83 0.11
H: -6.72 -2.88 -1.12
H: -2.96 2.60 6.73
C: 0.25 2.78 0.63
C: 5.34 -6.40 -9.82
C: 2.81 -0.61 -2.79
C: -4.97 -3.08 0.70
H: -3.44 -3.17 -1.39
O: 4.31 2.76 -1.91
C: -1.85 7.34 3.99
H: 0.48 5.57 -0.24
H: 4.40 -6.81 -10.21
H: 1.82 -2.77 -5.01
H: 0.09 1.32 7.57
H: 2.34 -4.11 -3.83
N: -6.91 -4.29 1.86
O: -0.75 6.50 3.66
C: -2.39 -3.15 -1.83
N: -1.25 7.70 6.36
H: -2.24 9.11 5.16
N: 2.75 3.72 0.72
O: 7.98 -3.55 -6.72
H: -0.59 -0.74 7.28
H: -9.94 -2.76 1.76
H: -1.64 -1.50 -5.65
C: 0.29 -3.51 -1.70
H: 7.51 -5.10 -8.01
C: 2.61 4.97 0.23
H: -6.75 -4.67 -0.98
C: 1.93 7.31 5.88
H: 6.22 0.30 -1.55
C: 4.44 -2.69 -3.01
H: 1.17 -3.84 -1.05
H: 3.50 -4.81 -9.59
H: -4.92 -4.83 1.95
C: 0.49 -3.07 -3.18
H: -7.56 -2.40 1.16
H: -0.10 4.57 3.65
H: 1.75 7.95 5.01
H: 1.27 6.44 5.85
C: 3.00 -2.08 -3.23
H: -2.11 7.89 3.08
H: 5.58 -3.63 -5.55
C: 1.38 0.11 -2.97
H: -9.85 -5.54 -1.01
H: -10.46 -5.72 0.65
H: 4.69 -3.77 -3.28
H: 2.96 6.94 5.82
H: -1.27 -2.82 5.14
C: 6.99 -2.53 -6.73
H: 9.19 -4.56 -8.02
H: 7.24 -1.86 -5.90
C: -1.45 8.35 5.06
C: -9.27 -3.61 1.60
H: 3.80 5.16 -1.67
H: 5.37 -6.50 -8.73
C: -0.51 0.99 -1.18
H: -1.87 4.75 3.69
H: -0.54 8.85 4.73
H: -2.74 6.77 4.29
C: 8.15 -4.21 -7.97
C: 1.34 5.91 0.46
O: -4.93 -3.81 -0.52
C: -2.20 1.84 6.54
H: 4.12 -3.66 -10.78
C: 4.75 -3.22 -8.78
H: 1.57 7.00 0.15
H: -2.83 -0.90 4.20
H: -1.43 -3.04 6.89
C: -2.24 -2.71 -3.30
H: 3.95 -2.48 -8.67
H: 1.08 9.71 7.91
H: -3.93 -2.83 0.92
C: -9.61 -5.37 0.04
H: -8.72 -5.94 0.30
C: 4.38 -4.22 -9.87
H: -2.12 1.20 7.42
C: -0.79 -2.27 -5.52
C: 5.56 -1.80 -2.41
H: -0.02 3.43 1.53
H: -1.29 -3.92 0.04
H: -3.39 -2.59 4.39
H: -7.07 -4.83 1.02
C: 0.80 9.04 7.09
C: -0.82 -2.70 -3.96
C: 3.95 0.28 -2.16
H: -5.30 -3.35 2.82
H: -0.96 -3.18 -6.19

Mulliken atomic charge list, values in e, 6 entries: H 0.38; H 0.29; C -0.32; C -0.81; H 0.21; N -0.27

---

No. 7
Density functional theory data (ωB97M-V with the def2-TZVPD basis set) for a single C5H8BrN molecule in a non-equilibrium geometry.

Calculated values
HOMO-LUMO gap   10.543 eV
Net charge   0
SMILES string   [H]/N=C/[C@H](Br)C(=C)C
Relative energy (zero: lowest compared OMol25 entry of this formula, charge and spin)   0.997 eV
LUMO   0.865 eV

Geometry (Å):
H: -0.01 -1.03 1.42
H: -1.34 0.67 -2.16
C: -0.56 -0.11 1.22
H: 2.55 -1.91 -0.84
Br: 1.36 2.51 0.50
H: 1.33 0.99 -1.58
C: -1.28 0.22 -1.18
H: -0.15 0.70 1.96
H: 2.38 -0.27 0.86
C: 1.02 0.97 -0.50
H: -2.08 -0.53 -1.00
C: 2.02 -0.15 -0.11
N: 2.08 -1.01 -1.02
H: -1.62 -0.42 1.39
C: -0.39 0.40 -0.26

Mulliken atomic charge list, values in e, 6 entries: H 0.30; H 0.30; C -1.20; H 0.24; Br -0.10; H 0.41

---

No. 8
Density functional theory data (ωB97M-V with the def2-TZVPD basis set) for a molecular structure, C2H3FKO2 in a non-equilibrium geometry.

Calculated values
HOMO-LUMO gap   8.520 eV
Net charge   +1
Relative energy (zero: lowest compared OMol25 entry of this formula, charge and spin)   4.309 eV
LUMO   -4.046 eV

Geometry (Å):
C: 0.57 0.29 0.73
C: -0.29 0.49 -0.47
K: 1.79 -3.34 -0.07
F: 1.07 1.45 -0.50
H: 0.32 0.76 1.69
H: -0.19 0.04 -1.46
O: 0.44 -0.97 0.52
O: -1.51 0.96 -0.14
H: -2.20 0.31 -0.31

Mulliken atomic charge list, values in e, 6 entries: C 0.15; C 0.24; K 1.00; F -0.34; H 0.31; H 0.28

---

Question: net charge of number 5 (ClCu3O8P)?
Answer: -1